Entry 1:
93
Properties=species:S:1:pos:R:3:forces:R:3 method="wB97M-V/def2-TZVPD" max_force_ev_per_a=1.49 orbital_gap_ev=8.609
H -3.85185 -3.06288 -0.25094 -0.14 -0.26 -0.01
H 0.07825 2.57929 2.19691 0.04 0.14 0.15
C -1.23396 -1.56391 1.40057 0.23 -0.78 0.36
N 2.94229 -6.74755 0.96394 0.06 0.15 0.02
O -5.85960 -1.45641 0.40331 -0.56 -1.03 0.27
H 0.96963 -3.78827 3.46095 0.00 0.02 -0.01
H -4.93600 1.08998 -4.02339 -0.02 0.01 0.05
H -0.33618 3.95025 3.21710 0.10 0.09 0.08
C 1.22768 4.28826 1.72198 0.22 0.06 -0.01
H -2.57582 -2.74786 -1.36299 0.13 0.06 -0.24
H 0.83524 8.46637 3.54041 0.03 0.02 0.00
H 2.81575 -7.96811 3.64650 0.03 -0.08 0.00
H 1.77120 3.00651 5.70832 0.00 -0.01 0.00
C -2.98309 -2.43293 -0.40826 -0.15 -0.06 0.31
C 1.81350 -4.52159 0.41529 -0.08 0.14 -0.22
H -3.38261 3.10942 -7.91176 -0.05 -0.08 0.02
C -1.50141 0.07311 -4.40627 -0.06 -0.20 0.13
H -1.64287 -0.58009 1.24040 -0.01 0.26 -0.26
H -3.42401 1.43458 -2.15464 0.01 0.01 0.00
C -1.95641 -2.72210 0.71861 -0.14 0.30 -0.39
O -0.21031 -0.38250 -1.06404 0.00 -0.61 0.11
C 0.50179 3.42350 2.74292 -0.22 -0.15 -0.17
H 2.47754 5.32794 2.92880 0.02 0.00 0.00
C 3.71224 -7.66335 4.19767 0.05 0.10 0.01
H 2.48616 4.29221 4.73438 -0.07 0.11 0.04
H -1.91841 -0.12439 -5.39721 0.06 0.10 -0.05
C 1.58648 -4.39007 2.79302 -0.25 0.07 -0.01
O -2.51450 0.15268 -3.41898 0.01 0.04 -0.06
H 2.65093 -5.95341 -0.93933 0.04 0.03 0.00
H -0.89426 0.97989 -4.43638 -0.02 0.04 -0.05
C -2.51630 3.11893 -7.24532 0.19 0.22 0.05
C -3.50154 -1.01729 -0.60496 0.80 -0.44 0.54
H -2.20564 2.18572 -3.16466 0.04 -0.03 -0.11
H 2.03019 3.68288 1.29378 -0.03 -0.04 -0.03
H 0.73737 4.30805 5.09495 0.01 0.07 -0.02
H -1.17616 -3.34857 0.30597 0.19 -0.25 -0.03
H 3.94563 8.30878 4.28352 0.04 -0.01 -0.03
C 0.87219 6.52679 2.65668 0.17 -0.17 0.05
H -3.95283 -0.93798 -1.58655 -0.35 0.15 -0.14
H -2.52918 1.48970 -9.31401 -0.05 -0.02 -0.01
H -4.60882 2.78426 -3.70979 0.03 0.03 0.01
H -2.42584 -3.33900 1.47236 -0.19 -0.01 0.25
H -3.46555 1.18536 -5.86865 -0.03 -0.01 -0.03
C 2.14490 -5.95947 0.03135 -0.07 -0.19 0.06
H -1.44139 0.30423 -8.57189 0.02 0.01 0.02
O 2.15402 7.29511 4.55751 0.17 -0.03 -0.07
O 1.35317 2.86074 3.72821 -0.03 0.11 0.08
H 1.27204 -4.08003 -0.42871 0.00 0.01 0.00
H 0.53531 4.51613 0.90557 -0.04 0.02 0.01
C -3.02261 1.45607 -3.17178 -0.10 0.06 0.25
H 4.94184 -8.06205 2.15167 -0.09 -0.02 0.00
S -4.81476 -0.50769 0.48013 0.14 -0.19 -0.76
C 3.56709 7.32253 4.56927 -0.09 -0.01 0.06
H -0.19750 -1.32915 -1.31367 -0.05 0.52 -0.18
C -2.21701 1.03994 -8.36688 0.10 0.04 0.05
O 0.22118 0.85946 0.96309 -0.46 1.17 0.26
O 0.18592 -1.59374 1.04826 -0.18 0.47 -0.40
Cl -4.11652 -0.54114 2.40048 0.13 -0.11 -0.07
H 1.65709 -5.39437 3.21939 0.13 0.01 0.01
O -5.10335 0.83752 0.17421 -0.02 1.49 -0.02
H 2.47004 -6.76133 1.85885 -0.01 -0.04 0.01
C -4.16513 1.86137 -4.09395 -0.10 -0.12 -0.17
O 0.95083 -4.40277 1.52658 0.10 -0.19 0.10
H 0.29430 6.89815 1.80523 -0.03 -0.02 0.00
C 4.30040 -6.25543 1.16007 -0.22 -0.03 0.06
H -1.94195 4.02648 -7.45181 -0.01 0.00 -0.03
H 4.87202 -6.41896 0.24198 -0.01 0.02 -0.02
H 4.36003 -8.53412 4.33515 -0.03 -0.04 -0.01
H 2.58066 -3.94084 2.74294 0.05 -0.05 -0.01
C -2.95157 3.14034 -5.79742 -0.05 -0.23 0.02
H 3.99566 6.56761 3.90104 0.05 0.06 -0.04
O -1.66221 2.00925 -7.49956 -0.14 -0.13 -0.05
C 1.59426 3.67096 4.86187 0.08 -0.21 -0.03
H -1.25457 -1.72882 2.46806 0.09 0.05 0.28
C 4.97951 -6.97981 2.30068 0.23 0.18 -0.02
C 1.57436 7.69057 3.31976 -0.27 0.11 0.07
H 6.03091 -6.67976 2.32885 0.01 -0.03 0.01
H 1.19883 -6.48800 -0.10987 -0.02 0.03 -0.04
H 3.41131 -7.29717 5.17737 0.00 0.03 0.00
H -3.45841 4.08706 -5.59052 0.00 0.01 0.03
H 4.32489 -5.18161 1.39083 0.13 0.01 -0.04
H 2.32629 8.12132 2.65320 0.06 -0.07 -0.02
H -2.04391 3.09742 -5.17961 0.03 0.14 -0.02
H -2.69521 -0.29837 -0.57379 0.04 0.43 0.12
N -3.86686 2.04285 -5.51153 0.13 0.05 0.08
N 1.83078 5.53939 2.17984 -0.11 0.00 0.05
H -0.85473 -0.76638 -4.14687 0.01 0.01 0.02
S 0.73506 -0.28250 0.28858 0.59 -1.21 -0.24
H 0.16911 6.10474 3.38793 -0.10 0.10 -0.02
O 4.40011 -6.61296 3.54659 -0.14 -0.14 0.01
H 2.71058 -3.90789 0.56015 0.04 -0.06 0.08
H -3.07430 0.52948 -7.91416 -0.05 0.02 -0.07
H 3.88852 7.10949 5.58720 -0.03 -0.01 0.01

=====

Entry 2:
20
Properties=species:S:1:pos:R:3:forces:R:3 method="wB97M-V/def2-TZVPD" max_force_ev_per_a=12.50 orbital_gap_ev=8.876
C -2.58578 0.85805 -0.38758 -5.71 4.31 0.82
C 2.66078 -1.59326 0.71448 6.47 -3.87 2.19
C -1.68722 -0.05551 -0.12812 3.04 -2.26 0.74
C -0.32828 0.26939 -0.04147 1.19 0.70 -0.69
H -3.71927 0.70505 -0.18816 1.97 -0.45 -0.91
H 1.11564 1.83802 -0.32315 -1.65 0.17 0.06
C 0.65830 -2.08101 -0.10415 -0.58 -3.21 -0.20
C 1.94425 -2.61755 0.25858 -1.20 -5.61 -1.61
H -0.26347 -2.65341 -0.35422 1.10 0.62 -0.11
H -2.83989 2.95063 -0.61526 -7.61 7.96 -1.47
H -0.76055 3.58935 -0.65493 0.66 0.03 0.31
C 0.73569 -0.77850 0.14275 -2.89 2.49 -0.39
H 2.25087 0.39605 0.84088 0.44 0.95 0.43
C -2.27942 2.25736 -0.49528 6.48 -10.59 1.44
C -0.96788 2.54827 -0.43132 0.40 2.41 -0.94
N 1.95626 -0.51716 0.62943 -0.70 3.60 0.39
H -1.90101 -1.07422 0.07199 -0.69 -0.77 0.08
H 3.74295 -1.81998 1.23565 -2.90 1.54 -1.53
H 2.26739 -3.83680 0.10146 -0.88 4.05 0.77
C 0.00066 1.61523 -0.27160 3.06 -2.08 0.63

=====

Repeat the second record exactly.
20
Properties=species:S:1:pos:R:3:forces:R:3 method="wB97M-V/def2-TZVPD" max_force_ev_per_a=12.50 orbital_gap_ev=8.876
C -2.58578 0.85805 -0.38758 -5.71 4.31 0.82
C 2.66078 -1.59326 0.71448 6.47 -3.87 2.19
C -1.68722 -0.05551 -0.12812 3.04 -2.26 0.74
C -0.32828 0.26939 -0.04147 1.19 0.70 -0.69
H -3.71927 0.70505 -0.18816 1.97 -0.45 -0.91
H 1.11564 1.83802 -0.32315 -1.65 0.17 0.06
C 0.65830 -2.08101 -0.10415 -0.58 -3.21 -0.20
C 1.94425 -2.61755 0.25858 -1.20 -5.61 -1.61
H -0.26347 -2.65341 -0.35422 1.10 0.62 -0.11
H -2.83989 2.95063 -0.61526 -7.61 7.96 -1.47
H -0.76055 3.58935 -0.65493 0.66 0.03 0.31
C 0.73569 -0.77850 0.14275 -2.89 2.49 -0.39
H 2.25087 0.39605 0.84088 0.44 0.95 0.43
C -2.27942 2.25736 -0.49528 6.48 -10.59 1.44
C -0.96788 2.54827 -0.43132 0.40 2.41 -0.94
N 1.95626 -0.51716 0.62943 -0.70 3.60 0.39
H -1.90101 -1.07422 0.07199 -0.69 -0.77 0.08
H 3.74295 -1.81998 1.23565 -2.90 1.54 -1.53
H 2.26739 -3.83680 0.10146 -0.88 4.05 0.77
C 0.00066 1.61523 -0.27160 3.06 -2.08 0.63